{
  "formula": "C40H54F6N5O10PS2Sr",
  "method": "wB97M-V/def2-TZVPD",
  "elements": ["Sr", "C", "C", "N", "C", "C", "C", "C", "C", "C", "C", "N", "C", "C", "N", "N", "H", "H", "H", "H", "H", "H", "H", "H", "H", "H", "H", "H", "H", "H", "H", "H", "H", "H", "S", "C", "N", "C", "C", "C", "C", "C", "C", "S", "H", "H", "H", "H", "C", "C", "C", "C", "O", "P", "O", "O", "O", "C", "C", "C", "C", "H", "H", "H", "H", "H", "H", "H", "H", "H", "H", "H", "H", "H", "H", "H", "H", "H", "H", "C", "C", "O", "H", "H", "H", "H", "H", "H", "C", "C", "O", "C", "F", "F", "F", "C", "F", "F", "F", "H", "H", "H", "O", "C", "O", "C", "C", "C", "C", "O", "C", "O", "C", "C", "H", "H", "H", "H", "H"],
  "positions_angstrom": [[0.685892, -0.627351, 0.735035], [-0.329032, 0.373830, 4.087416], [-0.446367, 1.596707, 3.180717], [-0.865910, 1.253404, 1.831373], [-2.284804, 1.214609, 1.590045], [-2.934243, -0.082452, 1.998260], [-4.270777, -0.104389, 2.388194], [-4.849831, -1.319651, 2.704343], [-4.069085, -2.460557, 2.666615], [-2.736996, -2.344129, 2.281643], [-1.826681, -3.548502, 2.266347], [-0.484758, -3.176601, 2.639650], [-0.355244, -2.808410, 4.033696], [0.776136, -1.812843, 4.246140], [0.562645, -0.596366, 3.499579], [-2.198732, -1.183835, 1.930465], [-1.313753, -0.084777, 4.224135], [0.011399, 0.707516, 5.086485], [0.545719, 2.049012, 3.108160], [-1.136762, 2.327775, 3.638043], [-0.424559, 1.848762, 1.141711], [-2.434526, 1.332883, 0.515902], [-2.815887, 2.047204, 2.089962], [-4.835471, 0.817432, 2.431303], [-5.891594, -1.376268, 2.995096], [-4.470165, -3.429320, 2.933238], [-1.804434, -3.968512, 1.262801], [-2.273529, -4.318222, 2.929340], [0.191600, -3.867565, 2.343144], [-0.196232, -3.685210, 4.690680], [-1.304032, -2.364004, 4.345254], [1.699228, -2.250338, 3.861014], [0.911971, -1.631760, 5.328280], [1.462865, -0.165825, 3.305820], [-0.017906, -5.407331, -0.939312], [-1.509876, -4.588811, -0.943548], [-1.705272, -3.303866, -1.000157], [-3.029116, -2.980798, -0.868115], [-3.507879, -1.669759, -0.850472], [-4.862086, -1.459225, -0.688138], [-5.747262, -2.531768, -0.543422], [-5.285462, -3.835992, -0.555341], [-3.925612, -4.059041, -0.716757], [-3.017579, -5.538196, -0.750660], [-2.805310, -0.854173, -0.953571], [-5.239923, -0.444352, -0.669749], [-6.806665, -2.341174, -0.413227], [-5.971631, -4.665178, -0.436981], [0.076086, 4.587255, -1.312524], [-1.392242, 4.204581, -1.484116], [-2.254296, 4.916968, -0.440104], [-1.889176, 4.528078, -2.889186], [-1.561612, 2.808549, -1.178718], [-1.035518, 1.551471, -2.079218], [0.041782, 1.953633, -3.027223], [-0.809249, 0.464821, -1.080688], [-2.422443, 1.234393, -2.883866], [-2.489716, 0.452929, -4.099046], [-1.621310, -0.790338, -4.004338], [-2.074006, 1.322523, -5.282684], [-3.963885, 0.063856, -4.219127], [0.206915, 5.658592, -1.488118], [0.690738, 4.025645, -2.009983], [0.407288, 4.357053, -0.298757], [-2.173476, 6.000011, -0.550287], [-1.925016, 4.641548, 0.560703], [-3.299027, 4.627786, -0.551509], [-1.764697, 5.597155, -3.085696], [-2.944454, 4.273622, -2.986381], [-1.321935, 3.966717, -3.623173], [-0.577900, -0.518900, -3.880582], [-1.719253, -1.369582, -4.926597], [-1.919046, -1.416870, -3.164273], [-1.037977, 1.626115, -5.170023], [-2.701932, 2.213039, -5.325842], [-2.193703, 0.767120, -6.214720], [-4.268966, -0.536463, -3.365220], [-4.129524, -0.515358, -5.130319], [-4.583879, 0.959202, -4.257831], [2.127730, -0.867553, -2.574925], [1.540468, -2.239732, -2.346786], [1.156181, -2.354746, -0.987314], [2.433261, -0.763070, -3.620298], [3.003331, -0.718239, -1.948126], [1.409943, -0.076848, -2.361803], [2.282035, -3.019143, -2.576049], [0.662161, -2.409097, -2.982472], [0.730672, -3.234647, -0.884577], [3.393118, -3.835182, 1.873194], [3.717492, -2.330730, 1.760171], [2.635642, -1.561459, 1.719668], [4.607563, -2.129773, 0.488600], [5.908180, -2.544504, 0.661125], [4.141437, -2.845929, -0.557054], [4.668465, -0.851251, 0.090598], [4.592935, -1.929120, 2.985296], [5.571869, -2.844520, 3.291502], [5.211503, -0.741657, 2.828999], [3.833887, -1.831754, 4.103556], [2.606015, -4.051670, 1.153511], [3.025235, -4.046022, 2.877170], [4.250081, -4.482154, 1.675278], [2.713854, 1.658211, 2.509097], [2.835800, 1.717695, 1.275992], [2.058931, 1.217214, 0.422528], [4.009696, 2.498027, 0.697302], [4.930393, 3.089168, 1.550415], [6.018852, 3.817316, 1.070304], [6.130276, 3.921388, -0.293923], [7.113620, 4.564373, -1.029973], [6.688894, 4.463843, -2.380852], [5.593813, 3.577664, -2.462070], [5.214091, 3.330902, -1.149626], [4.139780, 2.611183, -0.691822], [4.778408, 2.954988, 2.611094], [6.742661, 4.272064, 1.730716], [7.515545, 4.071319, -2.984537], [6.379620, 5.462494, -2.733756], [3.415497, 2.143265, -1.341089]],
  "forces_ev_per_a": [[-0.9, -1.0, 0.1], [-0.2, 0.0, 0.1], [0.1, 0.1, 0.1], [0.0, 0.3, 0.0], [-0.2, 0.1, 0.0], [-0.2, 0.1, 0.1], [0.1, 0.0, 0.0], [0.0, 0.0, 0.0], [0.1, 0.0, 0.0], [-0.2, -0.2, 0.0], [-0.1, -0.3, 0.1], [0.0, 0.0, -0.2], [0.1, -0.1, 0.2], [0.0, -0.3, -0.1], [0.3, 0.3, -0.1], [0.2, 0.2, -0.1], [0.0, 0.0, 0.0], [0.0, 0.0, -0.1], [-0.1, 0.0, 0.0], [0.1, -0.1, 0.0], [0.0, 0.2, 0.0], [0.0, 0.0, 0.0], [0.0, -0.1, 0.0], [0.0, 0.0, 0.0], [0.0, 0.0, 0.0], [0.0, 0.0, 0.0], [0.0, 0.0, 0.1], [0.1, 0.1, -0.1], [0.0, 0.0, 0.0], [0.0, 0.1, -0.1], [0.0, 0.0, 0.0], [-0.2, 0.1, 0.1], [0.0, 0.0, 0.0], [0.2, 0.1, 0.1], [0.0, 0.0, 0.0], [0.2, -0.4, 0.0], [0.1, -0.1, 0.0], [-0.4, 0.1, -0.1], [-0.1, -0.1, -0.1], [-0.1, 0.0, -0.1], [-0.1, 0.2, 0.0], [0.0, -0.1, 0.0], [0.1, 0.1, 0.0], [0.0, 0.1, 0.0], [0.1, 0.1, 0.0], [0.0, 0.0, 0.0], [0.0, 0.0, 0.0], [0.0, 0.0, 0.0], [-0.1, 0.0, 0.0], [-0.1, -0.1, 0.1], [0.1, 0.0, -0.1], [0.0, 0.1, 0.1], [0.0, -0.1, -0.1], [0.1, 0.3, -0.2], [-0.3, 0.0, 0.1], [0.0, -0.2, 0.1], [0.1, 0.1, 0.0], [-0.2, 0.1, 0.2], [-0.1, -0.1, -0.1], [-0.1, -0.1, 0.1], [0.2, 0.0, -0.1], [0.0, 0.0, 0.0], [0.0, -0.1, -0.1], [0.0, 0.0, 0.0], [0.0, 0.0, 0.0], [0.0, 0.0, 0.1], [0.0, 0.0, 0.0], [0.0, 0.0, 0.0], [-0.1, -0.1, 0.0], [0.1, -0.1, -0.1], [0.2, 0.1, 0.0], [0.0, 0.0, 0.0], [0.0, 0.0, 0.0], [0.1, 0.1, 0.0], [0.0, 0.1, 0.0], [0.0, 0.0, 0.0], [0.0, 0.0, 0.1], [0.0, 0.0, 0.0], [0.0, 0.1, 0.0], [0.0, 0.0, -0.2], [0.1, -0.1, -0.1], [0.0, -0.4, -0.1], [0.0, 0.0, 0.0], [0.1, 0.0, 0.1], [-0.1, 0.0, 0.0], [-0.1, 0.1, 0.0], [0.1, 0.0, 0.0], [0.1, 0.2, 0.0], [0.1, 0.0, 0.0], [0.1, 0.0, 0.0], [0.1, -0.1, 0.0], [0.3, 0.0, -0.2], [-0.4, 0.1, -0.1], [0.0, 0.1, 0.2], [0.0, -0.3, 0.1], [0.3, 0.0, 0.3], [-0.3, 0.4, 0.0], [-0.2, -0.4, 0.1], [0.3, 0.0, -0.3], [0.0, 0.0, 0.0], [0.0, 0.0, 0.0], [0.0, 0.0, 0.0], [0.0, 0.1, 0.1], [0.2, 0.2, 0.1], [0.1, 0.6, -0.3], [0.0, 0.0, 0.1], [-0.1, -0.1, 0.0], [0.1, 0.0, -0.1], [-0.1, 0.0, -0.2], [-0.1, -0.2, 0.2], [0.1, 0.2, -0.3], [-0.1, -0.1, 0.2], [0.1, 0.1, 0.1], [0.1, 0.1, 0.0], [0.0, 0.0, 0.1], [0.0, 0.0, 0.0], [-0.1, 0.1, 0.0], [0.1, -0.1, 0.0], [-0.1, 0.0, -0.1]],
  "mulliken_charge": [1.17, -1.23, -1.09, 1.22, -1.23, 0.59, -1.24, -0.88, -1.27, 0.67, -1.12, 0.31, -0.99, -0.39, 1.22, 1.99, 0.40, 0.51, 0.50, 0.30, 0.06, -0.18, 0.13, 0.49, 0.38, 0.49, -0.30, 0.38, 0.19, 0.42, 0.34, -0.41, 0.35, 0.01, -0.52, 0.16, 0.08, -1.93, 1.04, -0.69, -0.78, -0.51, 1.18, -0.45, 0.27, 0.40, 0.38, 0.38, -1.70, 1.92, -1.85, -1.71, -0.16, -0.50, -1.15, 1.79, -0.14, 2.00, -1.48, -1.92, -1.59, 0.49, 0.35, 0.26, 0.39, 0.30, 0.40, 0.51, 0.32, 0.30, 0.19, 0.63, 0.19, 0.26, 0.32, 0.51, 0.14, 0.37, 0.37, -0.95, -0.51, 1.30, 0.52, 0.10, -0.12, 0.39, 0.44, -1.12, -1.82, 0.61, 0.02, 0.16, -0.36, -0.30, -0.15, 0.54, -0.35, -0.24, -0.23, 0.20, 0.35, 0.38, -0.83, -0.81, 0.31, 0.09, -0.47, -1.21, 1.04, -0.52, -0.24, -0.50, 1.17, -1.47, 0.53, 0.40, 0.22, 0.23, 0.57],
  "de_lowest_ev": 0.000,
  "e_tot_ev": -118396.1717,
  "e_homo_ev": -2.60,
  "charge": -2,
  "gap_ev": 6.6
}